The following is a quantum chemistry calculation of a structure of composition C43H40BrN7O3SZr at a distorted geometry, from the Open Molecules 2025 dataset.

Last column: Mulliken charge in e.
Atoms and positions in Å:
Zr  -0.45  -0.51  -0.52  -1.470
C  -0.07  3.01  -0.47  -0.964
C  1.25  2.32  -0.64  0.335
C  2.43  3.05  -0.51  -0.880
C  3.65  2.42  -0.70  -1.036
C  3.65  1.09  -1.09  -1.074
C  2.44  0.42  -1.23  0.714
N  1.25  1.01  -0.96  2.002
C  2.35  -0.96  -1.75  0.330
C  3.41  -1.59  -2.39  -0.923
C  3.22  -2.85  -2.93  -1.358
C  1.98  -3.45  -2.81  -1.019
C  0.95  -2.78  -2.14  0.672
N  1.14  -1.55  -1.62  1.614
C  -0.37  -3.38  -1.90  0.804
C  -0.66  -4.67  -2.34  -1.016
C  -1.90  -5.23  -2.05  -0.973
C  -2.79  -4.49  -1.30  -0.898
C  -2.43  -3.22  -0.85  0.576
C  -3.35  -2.48  0.06  -1.135
N  -1.25  -2.64  -1.17  0.726
H  -0.05  3.93  -1.06  0.616
H  -0.23  3.33  0.56  0.222
H  -0.90  2.38  -0.79  -0.263
H  2.38  4.10  -0.26  0.636
H  4.58  2.95  -0.56  0.566
H  4.59  0.59  -1.28  0.546
H  4.37  -1.10  -2.50  0.559
H  4.03  -3.37  -3.42  0.520
H  1.82  -4.42  -3.24  0.592
H  0.05  -5.25  -2.90  0.523
H  -2.14  -6.22  -2.41  0.517
H  -3.75  -4.90  -1.04  0.597
H  -3.62  -3.14  0.88  0.534
H  -4.28  -2.24  -0.45  0.485
H  -2.87  -1.58  0.44  -0.205
C  -3.60  0.76  -0.40  -1.994
O  -2.30  0.65  0.24  1.389
C  -2.24  1.26  1.53  0.296
C  -3.34  1.73  2.23  -0.095
C  -3.17  2.24  3.52  -0.922
Br  -4.71  2.81  4.48  -0.078
C  -1.91  2.32  4.09  -0.567
C  -0.79  1.91  3.37  1.116
C  -0.97  1.35  2.09  -0.625
O  0.13  0.83  1.38  1.742
C  0.54  2.04  3.93  0.052
N  0.85  1.91  5.17  -0.671
C  2.21  2.07  5.27  0.249
C  3.03  2.11  6.40  -0.945
C  4.37  2.37  6.19  -0.554
C  4.89  2.56  4.91  -0.684
C  4.09  2.52  3.78  -0.976
C  2.74  2.28  3.98  0.789
N  1.67  2.20  3.08  -0.287
H  -3.87  1.81  -0.55  0.339
H  -4.37  0.29  0.21  0.515
H  -3.53  0.25  -1.36  0.636
H  -4.34  1.71  1.83  0.663
H  -1.76  2.70  5.09  0.688
H  0.91  1.05  1.97  -0.208
H  2.64  1.96  7.39  0.507
H  5.04  2.44  7.03  0.442
H  5.94  2.77  4.79  0.444
H  4.49  2.69  2.80  0.491
H  1.66  2.89  2.33  0.230
C  -0.52  2.48  -3.61  -0.961
S  -1.87  1.33  -3.15  0.353
O  -1.13  0.20  -2.33  -0.466
C  -2.20  0.73  -4.80  0.837
C  -1.16  0.29  -5.61  -0.329
C  -1.38  0.14  -6.96  -0.799
C  -2.63  0.42  -7.50  -0.540
C  -3.68  0.80  -6.67  -0.745
C  -3.47  0.97  -5.31  -0.444
H  -0.44  2.55  -4.69  0.605
H  0.42  2.12  -3.19  0.090
H  -0.75  3.46  -3.23  0.444
H  -0.19  0.09  -5.18  0.442
H  -0.57  -0.18  -7.60  0.439
H  -2.78  0.36  -8.57  0.450
H  -4.65  1.00  -7.09  0.452
H  -4.27  1.31  -4.68  0.455
N  1.26  -3.30  4.94  -0.406
C  0.87  -2.83  3.78  0.826
C  -0.40  -2.22  3.59  -0.907
C  -0.76  -1.73  2.37  -0.556
N  0.03  -1.75  1.26  0.621
C  1.24  -2.34  1.44  -0.524
C  1.69  -2.87  2.62  -1.010
H  0.65  -3.29  5.74  0.233
H  2.18  -3.71  5.07  0.227
H  -1.08  -2.14  4.42  0.459
H  -1.73  -1.26  2.27  0.350
H  1.90  -2.38  0.57  0.461
H  2.66  -3.33  2.66  0.484

Summary:
Total charge ... +4
DFT total energy ... -5289.71142 Eh
Frontier orbital gap ... 4.98 eV

The following is a quantum chemistry calculation of a structure of composition C43H40N10ORuSe, from the Open Molecules 2025 dataset.

Last column: Mulliken charge in e.
Atoms and positions in Å:
Ru  -0.13  0.11  0.04  1.196
C  -1.50  -2.68  1.13  -1.454
N  -0.46  -1.79  1.64  1.191
C  0.85  -2.46  1.64  -1.160
C  1.97  -1.46  1.84  0.307
C  3.17  -1.81  2.44  -1.023
C  4.16  -0.84  2.55  -0.541
C  3.91  0.45  2.11  -0.937
C  2.68  0.72  1.53  -0.570
N  1.74  -0.23  1.39  0.999
C  -0.79  -1.22  2.96  -1.319
C  -1.45  0.13  2.85  0.796
C  -2.54  0.51  3.61  -1.023
C  -3.00  1.81  3.51  -0.449
C  -2.34  2.71  2.69  -0.884
C  -1.27  2.26  1.95  -0.438
N  -0.84  0.99  2.02  0.344
C  -1.71  -2.58  -0.35  0.480
C  -2.65  -3.39  -0.98  -1.014
C  -2.83  -3.29  -2.34  -0.496
C  -2.05  -2.39  -3.06  -1.056
C  -1.15  -1.61  -2.37  -0.311
N  -0.97  -1.71  -1.04  0.815
H  -2.46  -2.44  1.61  0.526
H  -1.27  -3.72  1.38  0.483
H  0.99  -2.94  0.67  0.464
H  0.89  -3.23  2.41  0.501
H  3.33  -2.81  2.81  0.549
H  5.11  -1.09  2.99  0.472
H  4.64  1.24  2.21  0.515
H  2.43  1.70  1.15  0.504
H  0.14  -1.06  3.51  0.433
H  -1.40  -1.91  3.55  0.490
H  -3.01  -0.20  4.28  0.578
H  -3.86  2.13  4.09  0.470
H  -2.65  3.75  2.63  0.502
H  -0.69  2.93  1.32  0.692
H  -3.23  -4.09  -0.38  0.541
H  -3.55  -3.92  -2.84  0.481
H  -2.15  -2.30  -4.13  0.513
H  -0.52  -0.90  -2.89  0.382
C  2.50  6.73  -11.95  -0.847
O  3.34  5.78  -11.30  -0.448
C  2.95  5.22  -10.17  0.888
C  3.83  4.27  -9.61  -0.903
C  3.52  3.64  -8.44  -0.410
C  2.33  3.93  -7.76  0.470
C  1.45  4.87  -8.32  -0.796
C  1.75  5.51  -9.50  -0.451
C  1.97  3.31  -6.51  0.215
N  0.86  3.57  -5.82  -0.859
C  0.92  2.80  -4.71  1.012
C  2.08  2.03  -4.70  -0.021
N  2.73  2.37  -5.86  -0.125
C  2.38  1.12  -3.65  0.329
C  3.52  0.29  -3.59  -0.692
C  3.66  -0.57  -2.53  -1.264
C  2.68  -0.59  -1.54  -0.439
N  1.62  0.19  -1.56  0.728
C  1.44  1.04  -2.59  -0.273
C  0.27  1.87  -2.58  0.033
N  -0.56  1.78  -1.50  0.325
C  -1.65  2.53  -1.47  -0.256
C  -2.00  3.41  -2.49  -1.465
C  -1.18  3.52  -3.59  -0.614
C  -0.02  2.74  -3.64  0.336
H  3.02  7.02  -12.85  0.249
H  2.36  7.61  -11.31  0.352
H  1.53  6.29  -12.19  0.353
H  4.75  4.06  -10.15  0.440
H  4.23  2.92  -8.04  0.263
H  0.54  5.09  -7.80  0.465
H  1.06  6.23  -9.91  0.429
H  3.61  2.02  -6.18  0.195
H  4.27  0.34  -4.36  0.499
H  4.51  -1.23  -2.46  0.500
H  2.77  -1.27  -0.70  0.374
H  -2.28  2.44  -0.59  0.524
H  -2.90  4.00  -2.41  0.542
H  -1.40  4.19  -4.41  0.655
C  -5.95  1.80  -1.69  -0.880
N  -6.37  0.84  -0.69  0.188
C  -7.67  0.56  -0.35  -0.428
C  -7.64  -0.37  0.63  -0.463
N  -6.31  -0.64  0.89  0.116
C  -5.82  -1.60  1.86  -0.577
C  -5.53  0.10  0.07  -0.087
Se  -3.68  0.07  -0.04  -0.311
H  -6.77  1.97  -2.39  0.339
H  -5.09  1.41  -2.23  0.297
H  -5.68  2.74  -1.22  0.295
H  -8.51  1.03  -0.82  0.471
H  -8.44  -0.85  1.16  0.466
H  -6.63  -1.85  2.54  0.369
H  -4.99  -1.16  2.41  0.099
H  -5.48  -2.51  1.36  0.238

Summary:
Spin multiplicity ... 6
Energy relative to the best compared isomer or geometry (same formula, charge and spin) ... 0.852 eV
Expectation value of S² ... 8.76
Total charge ... +3
DFT total energy ... -4780.91446 Eh
Frontier orbital gap (spin up / spin down) ... 5.50 / 3.11 eV